Density functional theory data (wB97M-V/def2-TZVPD) for a 2-piece molecular cluster, CH2Cl2O overall.

The geometry in XYZ format:
```
6
Properties=species:S:1:pos:R:3:forces:R:3
C -0.502 0.342 0.373 3.7 -3.9 0.1
O 1.443 -0.189 -0.731 -2.6 1.2 1.4
Cl -1.678 -0.767 -0.198 0.0 0.7 -0.2
Cl -0.489 1.926 -0.023 -0.3 0.7 0.2
H 0.043 -0.211 1.242 -0.9 2.2 -1.3
H 1.184 -1.102 -0.663 0.1 -0.9 -0.2
```
Forces are in eV/Å.

Output
energy relative to the best compared isomer or geometry (same formula, charge and spin)	79.7	kcal per mole
frontier orbital gap (spin up / spin down)	0.304 / 0.304	hartree
HOMO energy (spin up / spin down)	-9.578 / -9.573	eV
F_max	5.4	eV/Å
lowest unoccupied orbital energy (spin up / spin down)	-1.2945 / -1.2948	eV
total charge	0
2S+1	1

Let us look at the Löwdin charges, expressed in e, one per atom: C -1.09; O -0.30; Cl 0.63; Cl 0.74; H 0.09; H -0.08

Density functional theory data (wB97M-V/def2-TZVPD) for C6H13N in the gas phase.

The geometry in XYZ format:
```
20
Properties=species:S:1:pos:R:3:forces:R:3
C -0.716 1.504 -1.332 0.8 0.2 0.2
C 0.433 1.284 -0.324 -1.2 -0.6 -0.1
C 0.361 -0.074 0.344 1.1 -0.4 -1.0
C 0.825 -0.316 1.566 -0.2 0.8 0.4
N 1.165 0.680 2.529 0.1 0.2 0.3
C 0.141 -1.268 -0.579 0.2 -0.7 1.1
C -1.265 -1.870 -0.508 -0.5 0.5 -1.1
H -1.692 1.355 -0.888 -0.2 -0.1 0.1
H -0.647 2.524 -1.692 -0.2 0.2 -0.2
H -0.578 0.849 -2.187 -0.2 -0.1 -0.1
H 1.372 1.324 -0.880 0.2 0.2 0.1
H 0.400 2.076 0.410 0.2 0.3 0.1
H 0.903 -1.323 1.965 0.1 -0.1 -0.2
H 0.746 1.586 2.371 -0.1 -0.2 -0.2
H 2.163 0.845 2.603 0.0 -0.3 0.1
H 0.489 -1.125 -1.598 -0.3 0.6 -0.2
H 0.849 -2.020 -0.226 0.0 -0.3 0.1
H -2.010 -1.089 -0.342 0.0 0.0 0.3
H -1.377 -2.641 0.240 0.1 0.0 0.3
H -1.563 -2.300 -1.472 0.2 -0.2 0.1
```
Forces are in eV/Å.

Output
structure (SMILES)	CCC(=CN)CC
energy relative to the best compared isomer or geometry (same formula, charge and spin)	15.2	kcal per mole
frontier orbital gap	0.342	hartree
HOMO energy	-8.290	eV
F_max	1.5	eV/Å
lowest unoccupied orbital energy	1.0223	eV
total charge	0
2S+1	1

These are the Löwdin partial charges, in e, on atoms 1 to 8: C -0.10; C -0.20; C -0.27; C -0.17; N 0.02; C -0.23; C -0.10; H 0.07

Density functional theory data (wB97M-V/def2-TZVPD) for a 6-piece molecular cluster, H14NO5 overall.

The geometry in XYZ format:
```
20
Properties=species:S:1:pos:R:3:forces:R:3
N -0.129 0.277 -0.157 5.7 5.7 2.2
H 0.711 -0.172 0.136 1.2 -0.3 0.2
H -0.055 0.762 -0.995 0.3 1.0 -2.3
H -0.465 0.898 0.550 0.3 1.0 1.1
H -0.759 -0.322 -0.202 -7.4 -7.4 -1.3
O -0.347 -1.240 2.496 0.2 -1.8 -2.5
H -0.154 -2.061 1.946 -1.1 1.4 0.1
H 0.202 -1.580 3.172 0.9 0.3 2.3
O 2.541 -1.810 -0.714 -0.5 -1.1 1.4
H 3.502 -1.642 -0.600 -0.9 -0.5 0.1
H 2.258 -2.602 -0.141 1.3 1.8 -1.4
O -0.848 -1.123 -2.749 0.7 6.0 2.2
H -0.620 -0.751 -3.584 0.2 0.6 -0.9
H -0.960 -1.971 -2.903 -0.9 -6.6 -1.1
O -2.174 2.219 -1.816 -1.9 -0.7 1.2
H -1.986 2.926 -1.227 1.8 1.9 0.4
H -3.055 2.160 -1.356 0.3 -1.1 -1.5
O 0.573 2.177 2.512 -4.8 1.1 0.0
H 0.349 1.846 3.377 0.4 -0.2 0.3
H 1.413 2.012 2.262 4.4 -0.9 -0.5
```
Forces are in eV/Å.

Output
energy relative to the best compared isomer or geometry (same formula, charge and spin)	74.9	kcal per mole
frontier orbital gap	0.439	hartree
HOMO energy	-15.252	eV
F_max	10.6	eV/Å
lowest unoccupied orbital energy	-3.3059	eV
total charge	+1
2S+1	1

These are the Löwdin partial charges, in e, on atoms 1 to 8: N 0.40; H 0.12; H 0.11; H 0.13; H 0.02; O -0.05; H 0.08; H 0.02

Density functional theory data (wB97M-V/def2-TZVPD) for C45H36BrF4NiP3 as an isolated structure.

The geometry in XYZ format:
```
90
Properties=species:S:1:pos:R:3:forces:R:3
Ni -0.479 -0.661 0.401 0.6 -0.4 0.1
F -2.422 -7.049 -0.920 0.0 0.0 0.0
C -2.021 -5.813 -1.108 0.0 -0.1 0.0
C -1.348 -5.466 -2.262 0.0 -0.1 -0.1
F -1.110 -6.376 -3.184 0.0 0.0 0.0
C -0.929 -4.156 -2.459 0.1 0.0 -0.1
F -0.320 -3.895 -3.607 0.0 0.0 0.1
C -1.148 -3.171 -1.505 0.0 0.0 0.0
P -0.688 -1.431 -1.727 0.3 0.2 0.5
C 0.560 -1.296 -2.999 0.0 0.1 -0.2
C 1.901 -1.496 -2.694 0.1 -0.2 -0.2
C 2.860 -1.419 -3.693 -0.1 0.0 0.1
C 2.478 -1.145 -4.997 0.0 0.0 -0.1
C 1.135 -0.962 -5.311 0.1 0.0 0.0
C 0.174 -1.038 -4.319 0.0 0.1 0.0
C -2.156 -0.619 -2.372 -0.1 0.1 0.1
C -2.041 0.692 -2.846 -0.1 0.1 0.0
C -3.149 1.337 -3.369 0.0 0.0 0.0
C -4.374 0.681 -3.422 0.0 0.0 0.0
C -4.495 -0.616 -2.944 0.0 0.0 0.0
C -3.390 -1.265 -2.408 0.0 0.0 -0.1
C -1.833 -3.558 -0.353 0.0 0.1 0.2
Br -2.269 -2.281 0.989 0.0 0.1 -0.2
C -2.275 -4.842 -0.144 0.0 -0.2 0.0
F -2.934 -5.181 0.951 0.0 0.1 0.0
H 2.203 -1.744 -1.692 -0.1 0.0 -0.1
H 3.902 -1.578 -3.449 0.0 0.0 0.0
H 3.224 -1.080 -5.779 0.0 0.0 0.0
H 0.837 -0.768 -6.332 0.0 0.0 0.0
H -0.867 -0.908 -4.580 0.0 0.0 0.0
H -1.086 1.204 -2.834 0.0 0.0 0.0
H -3.056 2.347 -3.747 0.0 0.0 0.0
H -5.237 1.183 -3.841 0.0 0.0 0.0
H -5.447 -1.128 -2.991 0.0 0.0 0.0
H -3.497 -2.281 -2.051 0.0 0.0 0.0
C 1.007 -0.288 3.483 0.1 -0.1 0.1
C -0.365 0.183 3.048 0.1 0.2 -0.5
P -0.395 1.926 2.374 -0.1 -0.1 0.2
C -2.136 1.947 1.859 -0.2 0.0 -0.2
C -2.436 1.304 0.660 0.2 -0.2 -0.2
C -3.732 1.224 0.176 0.0 0.1 0.2
C -4.756 1.832 0.890 0.0 0.0 0.0
C -4.476 2.503 2.072 0.1 0.0 0.0
C -3.174 2.558 2.554 0.0 0.1 0.1
C -0.355 2.889 3.907 0.2 0.2 0.1
C -0.744 2.405 5.157 -0.1 0.0 0.0
C -0.656 3.207 6.286 0.0 0.0 -0.1
C -0.182 4.507 6.171 0.0 0.0 0.1
C 0.205 5.003 4.935 0.0 0.0 -0.1
C 0.130 4.194 3.809 0.0 0.0 0.1
C 2.097 0.140 2.508 0.0 0.1 0.0
P 1.759 -0.137 0.706 -0.6 -0.1 -0.4
C 2.971 -1.412 0.308 -0.1 -0.1 0.2
C 4.174 -1.118 -0.326 0.1 -0.1 0.0
C 5.105 -2.131 -0.530 -0.1 0.1 0.0
C 4.832 -3.427 -0.115 0.0 0.0 0.0
C 3.626 -3.723 0.512 0.0 0.0 0.0
C 2.698 -2.717 0.724 0.0 0.0 0.0
C 2.184 1.374 -0.165 0.1 0.0 0.1
C 1.417 1.800 -1.243 0.0 0.1 -0.1
C 1.713 2.989 -1.891 0.0 0.0 0.0
C 2.783 3.761 -1.458 0.0 0.0 0.0
C 3.561 3.338 -0.388 0.0 0.0 0.0
C 3.263 2.148 0.260 0.1 0.1 0.0
H 1.005 -1.376 3.579 0.0 0.0 0.1
H 1.232 0.112 4.474 0.1 0.0 0.0
H -1.157 -0.038 3.762 0.0 0.0 0.0
H -0.611 -0.475 2.173 -0.3 -0.1 0.1
H -1.608 0.882 0.047 -0.3 0.5 0.0
H -3.946 0.720 -0.753 0.0 0.0 0.0
H -5.772 1.792 0.516 0.0 0.0 0.0
H -5.275 2.980 2.624 0.0 0.0 0.0
H -2.961 3.082 3.479 0.0 0.0 0.0
H -1.135 1.401 5.264 0.0 0.0 0.0
H -0.963 2.823 7.250 0.0 0.0 0.0
H -0.113 5.133 7.051 0.0 0.0 0.0
H 0.576 6.016 4.851 0.0 0.0 0.0
H 0.449 4.579 2.846 0.0 0.0 0.0
H 3.017 -0.402 2.720 0.1 0.0 0.0
H 2.299 1.209 2.588 0.0 0.0 0.1
H 4.387 -0.114 -0.673 0.0 0.0 0.0
H 6.045 -1.904 -1.016 0.0 0.0 0.0
H 5.560 -4.211 -0.280 0.0 0.0 0.0
H 3.415 -4.734 0.834 0.0 0.0 0.0
H 1.756 -2.955 1.211 0.0 0.0 0.0
H 0.581 1.204 -1.584 0.0 0.0 0.1
H 1.108 3.319 -2.725 0.0 0.0 0.0
H 3.013 4.694 -1.956 0.0 0.0 0.0
H 4.400 3.934 -0.056 0.0 0.0 0.0
H 3.881 1.831 1.093 0.0 0.0 0.0
```
Forces are in eV/Å.

Output
energy relative to the best compared isomer or geometry (same formula, charge and spin)	3.1	kcal per mole
frontier orbital gap (spin up / spin down)	0.212 / 0.212	hartree
HOMO energy (spin up / spin down)	-13.347 / -13.348	eV
F_max	0.8	eV/Å
lowest unoccupied orbital energy (spin up / spin down)	-7.5869 / -7.5913	eV
total charge	+2
2S+1	1

These are the Löwdin partial charges, in e, on atoms 1 to 8: Ni -0.03; F 0.19; C -0.11; C -0.12; F 0.18; C -0.18; F 0.14; C -0.29